1.
{"formula": "C19H26N2O2", "method": "the ωB97M-V functional and the def2-TZVPD basis", "species": ["O", "O", "N", "N", "C", "C", "C", "C", "C", "C", "C", "C", "C", "C", "C", "C", "C", "C", "C", "C", "C", "C", "C", "H", "H", "H", "H", "H", "H", "H", "H", "H", "H", "H", "H", "H", "H", "H", "H", "H", "H", "H", "H", "H", "H", "H", "H", "H", "H"], "xyz": [[2.8712, -0.5182, -2.2264], [0.0919, -2.2872, 2.0249], [3.0284, -0.3620, 0.0494], [-0.0300, -1.3800, -0.0330], [0.4382, 3.1727, -0.5855], [2.4697, -2.4558, -0.7827], [-2.3685, -2.1460, -0.0275], [-0.3581, 2.1022, 1.8251], [2.0747, -2.3921, 0.6885], [-1.4146, -0.9523, 0.0781], [2.9546, -1.2399, 1.1966], [0.8803, 1.7755, 1.2956], [-1.1989, 2.9699, 1.1540], [-3.1657, 0.5406, -0.8997], [-0.7941, 3.5071, -0.0576], [3.5368, 0.9909, 0.1354], [0.6074, -2.0279, 0.9556], [-1.7211, 0.0640, -1.0150], [2.8109, -1.0063, -1.1179], [-4.1273, -0.6402, -0.9949], [1.2977, 2.3021, 0.0828], [2.6328, 2.0154, -0.5540], [-3.8137, -1.6717, 0.0849], [1.7093, -2.8702, -1.4424], [0.4436, -1.1536, -0.8916], [-0.6596, 1.6752, 2.7704], [3.3796, -3.0480, -0.9114], [2.4678, 1.6759, -1.5795], [3.1888, 2.9560, -0.6136], [-3.9686, -1.2251, 1.0691], [-5.1562, -0.2911, -0.8878], [-1.5391, -0.4924, 1.0660], [-1.5711, -0.4058, -1.9910], [3.9553, -1.5986, 1.4770], [-2.1394, -2.8551, 0.7686], [2.5139, -0.7403, 2.0614], [-2.1609, 3.2299, 1.5701], [1.5142, 1.1057, 1.8522], [-3.3781, 1.2628, -1.6901], [-2.2147, -2.6448, -0.9877], [-1.0396, 0.9119, -0.9355], [2.2771, -3.3152, 1.2339], [0.7475, 3.5917, -1.5328], [-3.2992, 1.0448, 0.0595], [-4.4889, -2.5245, -0.0062], [-1.4420, 4.1859, -0.5925], [4.5186, 1.0321, -0.3540], [-4.0330, -1.1050, -1.9791], [3.6721, 1.2373, 1.1900]], "total_energy_ha": -999.66415, "smiles": "O=C(NC1CCCCC1)[C@H]1CC(=O)N(CCc2ccccc2)C1", "orbital_gap_ev": 9.91, "spin_multiplicity": 1, "de_lowest_ev": 0.000, "lumo_energy_ev": 0.783}

2.
{"formula": "C20H26BrF6N7O2ReS2Sb", "method": "the ωB97M-V functional and the def2-TZVPD basis", "species": ["Re", "Sb", "Br", "S", "S", "F", "F", "F", "F", "F", "F", "O", "O", "N", "N", "N", "N", "N", "N", "N", "C", "C", "C", "C", "C", "C", "C", "C", "C", "C", "C", "C", "C", "C", "C", "C", "C", "C", "C", "C", "H", "H", "H", "H", "H", "H", "H", "H", "H", "H", "H", "H", "H", "H", "H", "H", "H", "H", "H", "H", "H", "H", "H", "H", "H", "H"], "xyz": [[0.8160, -0.5361, 0.4502], [1.0890, -2.1728, -4.2652], [0.9715, 1.5451, -0.4795], [-3.5106, 1.7911, 1.5941], [-3.9037, -0.3872, -0.6447], [-0.6811, -1.6618, -4.8228], [1.7701, -0.7863, -5.3855], [0.3101, -3.3730, -2.9550], [1.2325, -3.6274, -5.5072], [0.9336, -0.8690, -2.7832], [2.8206, -2.6543, -3.5063], [-4.6464, 0.9497, 1.7294], [-3.0001, 2.5127, 2.6814], [0.1778, -0.2187, 2.4125], [-3.9732, 4.4830, -3.5556], [2.5192, -1.5052, -0.5901], [-2.2205, 0.7945, 1.1551], [0.4172, -2.6386, 0.9965], [-1.2369, -0.7634, -0.2947], [2.5677, -0.1246, 1.6093], [3.4489, 1.3329, 3.2685], [-2.6174, 3.9439, -1.5841], [-2.3540, -0.1870, 0.3055], [2.6576, -2.9162, -0.1086], [3.7934, -0.7531, -0.4507], [3.7870, -0.1131, 0.9594], [-2.9306, -0.9657, -1.9129], [-3.7388, 2.8911, 0.2394], [-1.6122, -1.1147, -1.5610], [-3.8851, 4.1245, -2.2240], [0.4936, -1.4418, 3.2222], [2.3548, 0.7683, 2.6343], [-2.5794, 3.4237, -0.3537], [-5.0807, 3.8669, -1.5167], [1.2979, -3.5911, 0.1513], [0.3917, -2.7897, 2.4606], [4.7461, 1.1058, 2.7715], [-5.0275, 3.2600, -0.2433], [4.9320, 0.3923, 1.6471], [0.8821, 1.0084, 2.9127], [-3.4132, -1.2978, -2.7853], [-0.8233, -0.1144, 2.4796], [-0.4974, -3.3850, 2.7452], [5.5448, 1.5704, 3.3543], [-5.9839, 4.2470, -1.9474], [-0.1983, -1.6061, 4.0634], [2.3578, -1.6226, -1.6168], [5.9841, 0.3208, 1.2040], [-1.5858, 3.3514, 0.1509], [-1.6314, 4.2015, -2.0595], [-3.0947, 4.4112, -4.0151], [0.4319, 1.8538, 2.4074], [1.3736, -4.4850, 0.7402], [0.6788, 1.1270, 4.0052], [1.4743, -1.2731, 3.6274], [-4.8412, 4.2706, -4.0420], [4.6732, -1.3795, -0.6314], [3.3603, 1.9149, 4.2392], [-5.9557, 3.0197, 0.2956], [-0.9093, -1.6449, -2.2075], [-0.5552, -2.8504, 0.5960], [3.8252, -0.0115, -1.2007], [0.7208, -3.7980, -0.7214], [3.1232, -2.9014, 0.8922], [3.2058, -3.5897, -0.8080], [1.3235, -3.3318, 2.7783]], "charge": 2, "total_energy_ha": -5599.12905, "orbital_gap_ev": [4.24, 3.89], "spin_multiplicity": 3, "de_lowest_ev": 0.463, "lumo_energy_ev": [-8.636, -8.976]}

3.
{"formula": "CH12F3O9PtS", "method": "the ωB97M-V functional and the def2-TZVPD basis", "species": ["Pt", "S", "F", "F", "F", "O", "O", "O", "O", "O", "O", "O", "O", "O", "C", "H", "H", "H", "H", "H", "H", "H", "H", "H", "H", "H", "H"], "xyz": [[-0.3950, -0.2150, 0.6852], [0.6756, -0.4088, -2.7061], [0.8608, 2.2605, -3.4103], [2.5925, 1.4479, -2.1839], [2.3086, 0.9068, -4.2297], [1.4995, -1.5556, -3.0598], [1.2434, -1.3716, 1.6738], [-2.2499, -0.6210, 1.6929], [-1.7736, 1.2560, -0.3665], [-0.2705, 0.6117, 3.2263], [0.5954, 1.7788, 0.8279], [-0.8672, -2.4123, 0.0527], [0.4417, -0.2484, -1.2449], [-0.6793, -0.3495, -3.3979], [1.6809, 1.1869, -3.0935], [0.6070, 0.9605, 3.3829], [-0.2304, -2.8461, -0.5152], [-1.3553, 2.0648, -0.6616], [-0.5294, 0.2283, 4.0643], [2.1895, -1.2336, 1.7209], [-2.1861, -1.1619, 2.4801], [-1.2912, -3.1270, 0.5277], [-2.5485, 1.1702, -0.9218], [0.5452, 2.6437, 0.4208], [1.1163, -2.2696, 1.9800], [-3.1869, -0.5871, 1.5002], [1.2068, 1.8913, 1.5557]], "charge": 2, "total_energy_ha": -1538.74422, "orbital_gap_ev": [10.82, 5.38], "spin_multiplicity": 4, "de_lowest_ev": 0.223, "lumo_energy_ev": [-6.896, -11.813]}